1.
DFT (ωB97M-V with the def2-TZVPD basis set) results for a molecular structure, C37H45Cl3N6O4V2.

Values from the calculation:
net charge = +2
HOMO (spin up / spin down) = -12.7 / -12.7 eV
multiplicity = 3
gap between HOMO and LUMO (spin up / spin down) = 5.8 / 6.3 eV
E_LUMO (spin up / spin down) = -6.94 / -6.45 eV

Element x y z (Å)
O: -0.596 -1.478 -3.783
V: -1.405 -1.874 -2.412
O: -3.547 0.240 0.225
V: -2.459 -0.719 0.901
C: -3.578 -4.214 0.684
C: -3.758 -3.360 -0.562
C: -5.149 -2.750 -0.487
O: -2.775 -2.356 -0.635
H: -2.665 -4.808 0.660
H: -4.322 -5.011 0.698
H: -3.716 -3.750 1.661
H: -3.667 -3.980 -1.454
H: -5.878 -3.508 -0.201
H: -5.465 -2.385 -1.464
H: -5.178 -1.907 0.204
C: 1.033 1.002 -1.359
C: -0.466 1.141 -0.978
C: -1.156 2.238 -1.847
O: -1.139 -0.057 -1.112
H: 1.034 0.836 -2.436
H: 1.531 0.207 -0.803
H: 1.634 1.853 -1.040
H: -0.539 1.342 0.090
H: -2.117 2.550 -1.438
H: -1.292 1.870 -2.864
H: -0.458 3.068 -1.952
N: -2.061 0.820 2.476
C: -2.173 2.193 2.275
C: -1.853 3.094 3.249
C: -1.462 2.626 4.519
C: -1.353 1.259 4.763
C: -1.722 0.424 3.730
H: -2.533 2.439 1.286
H: -1.819 4.165 3.116
H: -1.343 3.314 5.343
H: -1.091 0.886 5.742
H: -1.731 -0.632 3.955
N: 4.242 5.147 -1.008
C: 3.001 4.703 -1.428
C: 2.832 4.188 -2.747
C: 3.976 4.023 -3.536
C: 5.214 4.361 -3.056
C: 5.340 4.880 -1.735
H: 2.202 4.855 -0.717
H: 1.855 3.762 -2.919
H: 3.882 3.618 -4.533
H: 6.079 4.216 -3.687
H: 6.345 5.025 -1.367
N: -3.359 -0.833 -3.227
C: -3.899 0.389 -3.045
C: -5.024 0.885 -3.731
C: -5.740 0.068 -4.560
C: -5.290 -1.178 -4.701
C: -4.160 -1.644 -4.002
H: -3.330 1.090 -2.453
H: -5.297 1.929 -3.782
H: -6.557 0.384 -5.191
H: -5.816 -1.836 -5.377
H: -4.002 -2.708 -4.095
N: -0.734 -1.993 1.753
C: -0.819 -3.023 2.640
C: 0.202 -3.736 3.276
C: 1.500 -3.337 3.066
C: 1.722 -2.268 2.198
C: 0.592 -1.741 1.576
H: -1.797 -3.290 3.013
H: -0.090 -4.582 3.881
H: 2.370 -3.879 3.406
H: 2.732 -1.915 2.055
H: 0.755 -0.877 0.948
N: 1.959 1.513 2.345
C: 2.586 2.646 1.994
C: 3.111 3.516 2.919
C: 3.175 3.124 4.247
C: 2.520 1.951 4.650
C: 1.961 1.142 3.627
H: 2.628 2.844 0.933
H: 3.510 4.489 2.675
H: 3.516 3.817 5.002
H: 2.465 1.672 5.692
H: 1.468 0.204 3.839
N: 0.370 -2.949 -1.536
C: 0.148 -4.077 -0.815
C: 1.098 -4.863 -0.137
C: 2.386 -4.387 -0.168
C: 2.676 -3.246 -0.894
C: 1.657 -2.504 -1.501
H: -0.817 -4.547 -0.930
H: 0.852 -5.829 0.278
H: 3.136 -5.115 0.102
H: 3.678 -2.850 -0.962
H: 1.849 -1.620 -2.091
C: 6.112 1.005 -0.911
Cl: 4.516 1.538 -0.385
Cl: 7.324 2.323 -0.549
Cl: 6.094 0.678 -2.678
H: 6.331 0.061 -0.412

Forces on atoms 1 to 2 (eV/Å):
-2.37 -1.53 3.74
1.86 4.55 -1.20


2.
DFT (ωB97M-V with the def2-TZVPD basis set) results for 4 unconnected molecules or ions with the total composition C28H57BIO16P2.

Values from the calculation:
net charge = -1
HOMO = -3.2 eV
gap between HOMO and LUMO = 5.2 eV
E_LUMO = 2.00 eV

Element x y z (Å)
C: 5.756 -2.085 2.255
C: 4.620 -2.747 1.410
B: 3.563 -1.650 0.880
O: 2.689 -1.299 1.942
P: 3.384 -0.924 -0.947
C: 3.181 -2.763 -1.571
C: 1.464 -0.931 -0.607
C: 0.456 -0.915 -1.777
C: -0.191 0.463 -2.067
C: -1.585 0.270 -2.717
O: -1.499 0.594 -4.139
C: -1.631 1.903 -4.367
O: -2.597 2.501 -4.148
C: 5.328 -1.132 -1.354
C: 6.290 -0.055 -0.962
O: 6.705 0.697 -1.759
O: 6.819 0.020 0.328
C: 8.193 0.084 0.296
C: 8.821 1.449 0.302
O: 8.824 -0.875 0.310
C: 3.231 -0.117 -2.712
C: 3.150 -0.893 -4.018
C: 2.075 -0.236 -4.936
I: 4.927 -0.692 -5.338
P: 3.713 1.233 -0.243
C: 2.168 2.270 -0.337
O: 4.038 1.232 1.428
H: 5.721 -2.458 3.279
H: 6.747 -2.254 1.845
H: 5.535 -1.022 2.343
H: 5.005 -3.398 0.621
H: 4.114 -3.439 2.103
H: 2.329 -2.119 2.300
H: 2.337 -2.915 -2.253
H: 2.983 -3.459 -0.748
H: 4.085 -3.057 -2.108
H: 1.104 -0.240 0.160
H: 1.299 -1.920 -0.160
H: 0.770 -1.428 -2.688
H: -0.415 -1.498 -1.441
H: -0.301 0.967 -1.109
H: 0.383 1.041 -2.790
H: -1.920 -0.761 -2.675
H: -2.306 0.928 -2.236
H: -0.742 2.403 -4.780
H: 5.747 -2.066 -0.961
H: 5.507 -1.228 -2.423
H: 9.540 1.508 -0.509
H: 8.083 2.235 0.178
H: 9.339 1.605 1.248
H: 2.475 0.677 -2.727
H: 4.133 0.501 -2.779
H: 2.927 -1.952 -4.075
H: 2.022 -0.743 -5.899
H: 1.085 -0.233 -4.475
H: 2.344 0.803 -5.131
H: 1.804 2.413 -1.351
H: 2.474 3.266 0.005
H: 1.378 1.966 0.361
H: 3.222 1.374 1.929
C: -5.482 -2.103 3.190
C: -4.258 -1.212 3.190
O: -3.878 -0.845 1.858
C: -4.620 0.107 1.288
O: -5.552 0.681 1.795
O: -4.161 0.302 0.051
C: -4.927 1.236 -0.718
H: -5.322 -2.970 2.546
H: -5.705 -2.447 4.200
H: -6.354 -1.574 2.807
H: -3.413 -1.756 3.610
H: -4.408 -0.322 3.802
H: -5.044 2.181 -0.193
H: -5.901 0.811 -0.957
H: -4.387 1.417 -1.644
C: 0.488 -3.307 8.553
C: -0.466 -3.639 7.426
O: -1.403 -2.578 7.197
C: -0.921 -1.524 6.530
O: 0.198 -1.404 6.107
O: -1.898 -0.616 6.430
C: -1.489 0.608 5.814
H: -0.065 -3.038 9.455
H: 1.133 -4.158 8.773
H: 1.120 -2.457 8.296
H: -1.062 -4.511 7.693
H: 0.067 -3.878 6.506
H: -1.019 0.428 4.849
H: -0.810 1.148 6.473
H: -2.380 1.212 5.658
C: -8.890 1.915 -4.300
C: -9.018 3.224 -3.549
O: -7.780 3.605 -2.939
C: -6.866 4.126 -3.766
O: -7.007 4.312 -4.948
O: -5.772 4.391 -3.055
C: -4.664 4.873 -3.826
H: -8.492 1.137 -3.646
H: -9.860 1.595 -4.681
H: -8.205 2.010 -5.142
H: -9.732 3.112 -2.734
H: -9.383 4.023 -4.195
H: -4.948 5.734 -4.430
H: -4.274 4.078 -4.454
H: -3.892 5.175 -3.125

Forces on atoms 1 to 2 (eV/Å):
-0.81 0.06 0.03
-0.03 -0.48 -0.18


3.
DFT (ωB97M-V with the def2-TZVPD basis set) results for a molecular structure, C17H39OP3SeTc.

Values from the calculation:
net charge = +4
HOMO (spin up / spin down) = -20.8 / -20.9 eV
multiplicity = 4
gap between HOMO and LUMO (spin up / spin down) = 6.0 / 6.1 eV
E_LUMO (spin up / spin down) = -14.80 / -14.81 eV

Element x y z (Å)
Tc: -0.827 -0.040 1.639
P: -2.855 -0.111 0.962
P: 0.150 -2.308 1.215
P: -0.035 2.127 1.047
H: 2.604 -0.886 -0.420
C: 2.723 0.055 0.149
C: 2.817 0.089 1.486
H: 2.793 -0.804 2.153
C: -3.277 -0.168 -0.820
C: -3.637 -1.576 1.723
C: -3.745 1.321 1.666
C: 1.845 -3.029 1.172
C: -0.558 -3.285 2.615
C: -0.534 -3.130 -0.289
C: 1.558 3.059 1.002
C: -0.751 3.134 2.430
C: -0.805 3.010 -0.387
H: 2.481 0.952 -0.461
H: 2.753 1.006 2.116
H: -4.357 -0.363 -0.897
H: -2.696 -0.964 -1.295
H: -3.018 0.768 -1.323
H: -4.718 -1.554 1.522
H: -3.460 -1.592 2.810
H: -3.153 -2.451 1.263
H: -4.821 1.194 1.481
H: -3.332 2.196 1.143
H: -3.562 1.410 2.749
H: 1.767 -4.077 0.838
H: 2.289 -3.029 2.175
H: 2.513 -2.491 0.493
H: -0.766 -4.307 2.268
H: -1.478 -2.828 3.016
H: 0.223 -3.309 3.391
H: -0.057 -4.107 -0.435
H: -0.318 -2.482 -1.145
H: -1.615 -3.263 -0.183
H: 1.356 4.107 0.723
H: 2.280 2.662 0.290
H: 2.044 3.084 1.982
H: -0.957 4.153 2.074
H: 0.012 3.180 3.221
H: -1.673 2.698 2.835
H: -0.437 4.040 -0.451
H: -1.895 2.997 -0.319
H: -0.503 2.485 -1.300
C: 1.266 0.336 -4.007
C: 2.549 -0.027 -3.513
C: 3.644 -0.065 -4.363
C: 3.504 0.172 -5.754
C: 2.206 0.406 -6.246
C: 1.115 0.473 -5.413
Se: -0.120 0.590 -2.854
H: -0.359 -0.450 0.224
H: 2.673 -0.215 -2.442
H: 4.633 -0.280 -3.933
H: 4.378 0.171 -6.416
H: 2.057 0.544 -7.311
H: 0.123 0.650 -5.823
O: -0.151 0.026 3.640
H: -0.113 -0.729 4.239
H: 0.226 0.827 4.047

Forces on atoms 1 to 2 (eV/Å):
5.24 -0.87 1.99
-5.42 -0.06 -1.92